[1]
# C12H29Cl2DyN2P

A structure of composition C12H29Cl2DyN2P (ωB97M-V with the def2-TZVPD basis set, OMol25).

Calculated values
Spin multiplicity = 6
Net charge = -1
Kohn-Sham gap (alpha / beta) = 2.946 / 4.639 eV

Each line ends with the Mulliken charge.
Positions of all 47 atoms, in Å:
Dy: -0.10845 -0.46171 -0.29562  0.645
Cl: 1.78131 -0.57989 -1.84244  -0.613
Cl: -2.47756 -0.52074 -0.69544  -0.572
H: -0.46403 1.78312 -0.10826  0.111
H: 0.34142 1.68563 -0.06626  -0.020
P: 0.08651 0.04175 -5.79342  0.199
C: 1.73445 -0.51302 -6.49562  0.563
C: -1.08132 -0.82144 -6.96832  0.800
C: 0.09609 1.77269 -6.52466  0.511
C: 2.30823 -1.58418 -5.56760  -1.174
H: 2.35072 0.39797 -6.40370  0.360
C: 1.80835 -0.98677 -7.94889  -1.463
H: 1.24112 -1.90902 -8.12381  0.217
H: 2.86052 -1.20616 -8.17798  0.449
H: 1.48221 -0.23880 -8.67663  0.257
H: 2.27369 -1.25015 -4.52577  0.140
H: 3.35518 -1.76399 -5.84524  0.437
H: 1.76390 -2.53506 -5.65244  0.229
H: 1.10646 2.12114 -6.25148  0.356
C: -0.93418 2.62867 -5.79045  -1.511
C: -0.05099 1.91876 -8.03937  -1.359
H: 0.81360 1.53605 -8.58867  0.207
H: -0.12037 2.98803 -8.28066  0.481
H: -0.95451 1.44209 -8.43641  0.175
H: -0.80230 2.54873 -4.70728  0.386
H: -1.96274 2.34410 -6.04099  0.235
H: -0.78758 3.67710 -6.07571  0.455
C: -1.11205 -2.32409 -6.70949  -1.632
H: -0.65999 -0.64146 -7.96564  0.289
C: -2.49871 -0.25145 -6.92564  -1.719
H: -0.16431 -2.82517 -6.92570  0.290
H: -1.88679 -2.77836 -7.34150  0.417
H: -1.37916 -2.53977 -5.66806  0.346
H: -2.87604 -0.18620 -5.89677  0.361
H: -3.16942 -0.93139 -7.46979  0.429
H: -2.58784 0.73926 -7.38428  0.295
C: 0.80138 0.95546 5.08141  -1.220
N: 0.17066 -0.16023 4.37822  0.137
C: -0.68912 -1.04848 5.17235  -0.800
C: 0.14772 -0.20775 3.09311  -0.193
N: 0.10939 -0.29192 1.91143  -0.390
H: 0.61953 0.80703 6.14510  0.374
H: 0.35559 1.90696 4.77228  0.346
H: 1.87760 0.97860 4.89509  0.321
H: -1.74305 -0.90908 4.88972  0.292
H: -0.39538 -2.09979 5.02637  0.261
H: -0.55372 -0.76618 6.21792  0.298

---

[2]
# C12H30BFInN3O2PSr

A structure of composition C12H30BFInN3O2PSr (ωB97M-V with the def2-TZVPD basis set, OMol25).

Calculated values
Net charge = +1
Kohn-Sham gap = 5.551 eV

Each line ends with the Mulliken charge.
Positions of all 52 atoms, in Å:
C: -4.25832 1.14558 2.92756  -1.663
C: -3.29406 0.03046 2.51980  -0.544
C: -2.25859 0.39746 1.44245  -0.643
F: -2.95123 0.06839 0.22215  -0.300
In: -0.11446 -0.54893 1.41160  0.885
C: 1.29941 0.82469 2.24464  -1.466
C: 2.27487 1.39889 1.20313  -0.444
C: 1.73888 2.66080 0.50225  -0.871
C: 1.33277 2.44694 -0.94964  -0.212
N: 2.48893 2.24451 -1.81132  -0.159
C: 2.40886 2.45483 -3.18929  0.161
N: 2.90954 1.58482 -3.97979  -0.610
N: 1.79798 3.71912 -3.51599  -0.537
B: -0.25114 -2.41080 3.00840  0.645
O: -0.95804 -3.62479 2.68060  -1.130
O: 0.38575 -2.36728 4.19386  -0.577
P: 0.46180 -1.65699 -0.77367  0.086
C: 0.00587 -3.46494 -0.62707  -0.085
C: 1.00275 -4.32492 -1.39742  -1.353
C: -0.70943 -1.03846 -2.08971  -0.392
C: -0.04637 -0.09927 -3.11441  -1.053
H: -4.58396 1.70379 2.04683  0.374
H: -3.77925 1.83990 3.62199  0.376
H: -5.14036 0.76370 3.44898  0.410
H: -2.76071 -0.28955 3.43103  0.528
H: -3.87079 -0.74610 2.07763  0.436
H: -2.22703 1.48741 1.50768  0.418
H: 0.74529 1.64983 2.71015  0.482
H: 1.82695 0.32143 3.06199  0.442
H: 3.21001 1.65538 1.71074  0.389
H: 2.53740 0.63650 0.45721  0.223
H: 2.50809 3.43788 0.52017  0.335
H: 0.86351 3.04502 1.04236  0.432
H: 0.65557 1.57454 -1.01672  -0.237
H: 0.78392 3.31422 -1.32232  0.537
H: 2.91482 1.33125 -1.68114  0.405
H: 2.86680 1.89574 -4.94804  0.237
H: 0.96531 3.56266 -4.07792  0.229
H: 2.42544 4.27551 -4.08857  0.287
H: -1.44310 -3.98154 3.44955  0.454
H: 0.23992 -1.63914 4.79487  0.351
H: -1.00154 -3.62007 -1.03893  0.344
H: 0.00061 -3.76876 0.42295  0.013
H: 2.00193 -4.26916 -0.95631  0.341
H: 1.09456 -4.00372 -2.44037  0.333
H: 0.71068 -5.38066 -1.40980  0.405
H: -1.04610 -1.95049 -2.59558  0.422
H: -1.60395 -0.57860 -1.66654  0.181
H: -0.57280 0.85551 -3.19774  0.258
H: -0.01038 -0.55543 -4.10676  0.387
H: 0.98816 0.14597 -2.85191  0.208
Sr: -2.56475 -2.15311 2.18639  1.259

---

Q: The lowest net charge belongs to which entry?
A: C12H29Cl2DyN2P

---

Q: What is the formula in the first record?
A: C12H29Cl2DyN2P

---

Q: Which of these has the lowest net charge?
A: C12H29Cl2DyN2P

---

Q: Which formula does entry 1 have?
A: C12H29Cl2DyN2P